The molecule C16H31NO2, computed with ωB97M-V/def2-TZVPD.

Last column: Löwdin charge in e.
Positions of all 50 atoms, in Å:
C -5.19849 -0.41117 -0.98485  -0.068
C -4.14994 -0.23440 0.07524  -0.350
C -3.69842 0.97111 0.39932  -0.107
C -2.64158 1.30806 1.40484  -0.178
H -2.06693 0.42366 1.67785  0.096
H -3.12480 1.69341 2.30992  0.117
C -1.66868 2.38512 0.89205  -0.167
C -0.82110 1.87542 -0.24318  -0.298
C 0.39356 1.39258 -0.00517  -0.065
C 1.34985 0.80199 -0.99974  -0.168
N 2.02994 -0.36737 -0.44528  -0.169
C 1.35005 -1.60189 -0.78232  -0.154
H 1.99164 -2.44210 -0.49609  0.123
C 0.01266 -1.75012 -0.03823  -0.426
C 0.24284 -1.88114 1.46384  -0.029
H -0.70693 -1.97672 1.98383  0.071
H 0.76388 -1.00082 1.82422  0.062
H 0.84857 -2.76055 1.68014  0.083
O -0.71739 -2.84672 -0.55226  -0.044
H -0.22849 -3.65590 -0.36168  0.094
H -0.61477 -0.87886 -0.23979  0.121
H 1.14880 -1.68424 -1.86674  0.132
C 3.44964 -0.38969 -0.74514  -0.161
H 3.66605 -0.12486 -1.79425  0.132
C 4.23218 0.56614 0.17566  -0.433
C 4.12038 0.11599 1.62923  -0.038
H 4.57415 -0.86613 1.75706  0.081
H 4.62532 0.82184 2.28362  0.080
H 3.07228 0.05360 1.90314  0.060
O 5.57526 0.67026 -0.24482  -0.036
H 6.00115 -0.18612 -0.12082  0.091
H 3.83526 1.58103 0.07883  0.137
H 3.82834 -1.40238 -0.57501  0.122
H 0.83443 0.53621 -1.93236  0.119
H 2.10285 1.55925 -1.24189  0.123
H 0.78462 1.41726 1.00302  0.113
C -1.45780 1.89807 -1.60237  -0.042
H -2.03340 0.98543 -1.76021  0.083
H -2.14141 2.73959 -1.68649  0.080
H -0.71639 1.98255 -2.39182  0.073
H -1.02420 2.68732 1.72010  0.110
H -2.24025 3.25884 0.57128  0.112
H -4.13045 1.83378 -0.09351  0.111
C -3.67878 -1.51942 0.69076  -0.047
H -4.50377 -2.22717 0.74646  0.080
H -2.89637 -1.97037 0.08009  0.068
H -3.29090 -1.36718 1.69384  0.070
H -6.10884 -0.82768 -0.55320  0.078
H -4.84438 -1.10840 -1.74382  0.081
H -5.44401 0.53356 -1.46372  0.073

Values from the calculation:
electronic energy: -22679.028 eV
ΔE to the lowest compared entry with this formula, charge and spin: 2.437 eV
M: 269.4 Da
structure (SMILES): CC(C)=CCC/C(C)=C/CN(C[C@H](C)O)C[C@@H](C)O
LUMO level: 0.77 eV
Kohn-Sham gap: 9.23 eV

A structure of composition C16H31NOP2Zn in a non-equilibrium geometry, computed with ωB97M-V/def2-TZVPD.

Last column: Löwdin charge in e.
Positions of all 52 atoms, in Å:
P 0.33251 -1.74599 -1.50063  0.964
P 0.30346 2.09273 -0.77149  0.973
C 0.21031 -0.20880 -2.47469  -0.320
C 1.05615 0.99721 -2.00835  -0.309
H -0.85302 0.06033 -2.58024  0.058
H 0.56273 -0.51264 -3.48545  0.105
H 2.05227 0.67675 -1.66563  0.074
H 1.22682 1.64683 -2.88173  0.093
C -0.31989 3.55322 -1.67303  -0.196
H -0.59661 4.32207 -0.93998  0.064
H -1.20217 3.31992 -2.28425  0.063
H 0.46438 3.94842 -2.33344  0.055
C 1.57244 2.73272 0.31431  -0.216
H 1.97127 3.66703 -0.10660  0.071
H 2.40686 2.02565 0.41487  -0.017
H 1.20611 2.94992 1.32088  0.034
C -0.69353 -2.90676 -2.44232  -0.187
H -0.95734 -3.77980 -1.82811  0.061
H -0.16115 -3.24658 -3.33876  0.055
H -1.62508 -2.40983 -2.74597  0.071
C 2.02104 -2.34459 -1.68667  -0.171
H 2.72909 -1.50259 -1.72175  0.050
H 2.09005 -2.90313 -2.63795  0.065
H 2.29606 -3.01906 -0.86040  0.070
Zn 3.27808 0.33681 2.52701  0.460
C -1.38442 1.35640 -0.20541  -0.410
C -2.31662 0.50365 -0.90335  -0.308
C -3.38402 -0.20832 -0.18592  -0.243
C -2.99924 -1.41414 0.77850  -0.207
C -1.90952 -2.24966 0.31168  -0.102
C -0.54574 -1.84974 0.15806  -0.371
C -0.00902 -0.56357 0.96376  -0.176
C -0.88198 0.66659 1.14062  -0.202
C 2.69807 -1.03691 3.82855  -0.326
H -1.91480 2.29049 0.09013  0.108
H -2.57359 0.81185 -1.91127  0.055
H -4.07472 -0.60064 -0.96174  0.108
H -3.98439 0.49652 0.41947  0.094
H -2.83220 -1.04163 1.80309  0.105
H -3.89702 -2.05138 0.88975  0.110
H -2.12478 -3.30653 0.13841  0.105
H 0.05523 -2.73528 0.50299  0.126
H 0.96306 -0.27217 0.50863  0.056
H 0.25169 -0.95383 1.96511  0.102
H -1.75459 0.45885 1.76654  0.100
H -0.25597 1.39734 1.68320  0.088
H 3.50341 -1.76114 4.00353  -0.054
H 1.79610 -1.51989 3.44156  -0.068
H 2.44747 -0.51235 4.75605  -0.041
O 1.30804 2.10678 5.16650  0.038
C 1.91033 2.13149 4.14447  -0.575
N 2.53840 2.10735 3.09749  -0.082

Values from the calculation:
electronic energy: -87620.179 eV
ΔE to the lowest compared entry with this formula, charge and spin: 4.976 eV
M: 380.8 Da
LUMO level (spin up / spin down): -0.20 / -0.64 eV
Kohn-Sham gap (spin up / spin down): 5.42 / 4.07 eV

A structure of composition C16H31NOsP2 in a non-equilibrium geometry, computed with ωB97M-V/def2-TZVPD.

Last column: Löwdin charge in e.
Positions of all 51 atoms, in Å:
P 0.19412 -1.48462 -1.67342  0.620
P -0.09330 1.60708 -1.56352  0.645
C -0.17494 -0.58782 -3.29572  -0.405
C 0.36838 0.81896 -3.23590  -0.399
H -1.28033 -0.61372 -3.42731  0.093
H 0.25283 -1.16957 -4.14460  0.069
H 1.47880 0.85138 -3.30054  0.093
H -0.01642 1.45764 -4.06597  0.074
C -1.73984 2.33280 -1.92544  -0.231
H -1.99545 2.98630 -1.08262  0.061
H -2.48820 1.54284 -2.01438  0.047
H -1.72495 2.92873 -2.84863  0.062
C 0.99362 3.07342 -1.50253  -0.229
H 0.93895 3.65650 -2.43203  0.069
H 2.02295 2.74766 -1.33331  0.055
H 0.65656 3.68878 -0.66301  0.062
C -0.88728 -2.94927 -1.80049  -0.229
H -0.63210 -3.65076 -0.99982  0.057
H -0.74986 -3.44638 -2.76754  0.061
H -1.92592 -2.63905 -1.67997  0.056
C 1.85884 -2.18577 -1.98326  -0.221
H 2.60814 -1.39164 -1.96387  0.050
H 1.89756 -2.70084 -2.95083  0.057
H 2.06968 -2.90726 -1.18628  0.059
Os -0.00195 -0.03579 0.01156  1.019
C 0.57608 1.73614 -7.25506  -0.074
C -0.75040 1.78967 -6.98790  -0.079
C -1.85260 0.99141 -7.61038  -0.157
C -1.44816 -0.32238 -8.29918  -0.145
C -0.76354 -1.27920 -7.38637  0.062
C 0.55123 -1.35189 -7.07032  0.048
C 1.67538 -0.51449 -7.59299  -0.133
C 1.29673 0.84411 -8.20517  -0.180
C -0.01330 -1.73215 1.43488  -0.264
H 1.23415 2.45610 -6.73407  0.127
H -1.10496 2.56689 -6.29546  0.117
H -2.43142 1.60603 -8.32325  0.143
H -2.56504 0.75288 -6.79352  0.131
H -2.40008 -0.81020 -8.62130  0.145
H -0.88784 -0.11129 -9.22266  0.132
H -1.44110 -2.03134 -6.94170  0.153
H 0.87808 -2.17679 -6.42011  0.138
H 2.28203 -1.07988 -8.32367  0.158
H 2.35643 -0.33396 -6.73483  0.147
H 2.25982 1.35163 -8.45516  0.141
H 0.77354 0.69824 -9.16255  0.119
H 0.71138 -1.60555 2.23025  -0.001
H 0.45679 -2.59958 1.03518  -0.027
H -1.04526 -1.87116 1.80514  0.046
N 0.01306 0.48938 3.24553  0.054
C 0.00948 0.60788 2.07444  -0.398

Values from the calculation:
multiplicity: 5
total charge: +2
electronic energy: -39608.183 eV
M: 489.6 Da
LUMO level (spin up / spin down): -6.28 / -10.83 eV
Kohn-Sham gap (spin up / spin down): 8.81 / 4.23 eV

A cluster of 3 separate species, C16H31O10P in total in a non-equilibrium geometry, computed with ωB97M-V/def2-TZVPD.

Last column: Löwdin charge in e.
Positions of all 58 atoms, in Å:
O 1.38065 0.93476 0.25823  -0.437
P 0.85939 2.07310 -0.53532  0.741
C -0.94708 1.96039 -0.57446  -0.230
C -1.62035 0.82968 -0.50754  0.094
C -3.07690 1.25775 -0.50573  -0.439
O -3.96016 0.66474 0.02416  0.184
O -3.11134 2.47635 -1.13293  0.124
C -1.92885 3.09152 -0.66479  -0.399
O -1.83437 4.23447 -0.35067  0.188
H 1.12677 3.28046 0.13562  0.031
H 1.37980 2.13239 -1.83960  0.024
H -1.25708 -0.17096 -0.42632  0.136
C -4.33280 -0.46655 -3.59147  -0.108
O -4.18830 -1.68281 -2.89393  -0.194
C -5.32015 -1.99048 -2.08956  -0.194
C -5.69446 -3.45510 -2.15791  -0.180
O -6.25661 -3.87691 -3.39048  -0.121
C -5.41597 -3.98365 -4.52821  -0.184
C -4.39603 -5.10070 -4.47572  -0.201
O -3.32663 -4.79413 -3.59647  -0.199
C -2.84837 -5.90592 -2.87252  -0.115
H -4.19553 0.38435 -2.91431  0.072
H -3.57295 -0.42675 -4.37153  0.091
H -5.31489 -0.39251 -4.06947  0.092
H -6.18184 -1.38504 -2.38764  0.127
H -5.06960 -1.74430 -1.05005  0.121
H -6.48587 -3.61292 -1.42152  0.129
H -4.85854 -4.09178 -1.86383  0.117
H -4.94166 -3.02965 -4.76439  0.117
H -6.09618 -4.21264 -5.35180  0.128
H -3.97875 -5.23836 -5.48193  0.127
H -4.89438 -6.02878 -4.17576  0.125
H -3.67213 -6.47783 -2.43166  0.086
H -2.21803 -5.53016 -2.06770  0.088
H -2.25013 -6.56434 -3.51255  0.088
C 7.86804 2.83043 4.82330  -0.116
O 6.46318 2.94405 4.78494  -0.195
C 5.99869 4.17706 4.26442  -0.201
C 4.80780 3.99587 3.34698  -0.186
O 5.09673 3.39725 2.09419  -0.126
C 5.40278 2.00940 2.04684  -0.179
C 4.24464 1.08468 2.35294  -0.197
O 3.94663 1.07807 3.74073  -0.196
C 2.56603 0.99868 4.01786  -0.112
H 8.28904 3.41396 5.64969  0.087
H 8.10902 1.77944 4.97618  0.088
H 8.32065 3.15224 3.87915  0.087
H 6.79469 4.69776 3.72172  0.123
H 5.68799 4.80549 5.10975  0.127
H 4.44734 4.99782 3.09907  0.126
H 3.99049 3.48207 3.85527  0.117
H 6.27186 1.77394 2.66306  0.116
H 5.69157 1.82539 1.00923  0.126
H 4.51838 0.06230 2.06276  0.131
H 3.37552 1.39204 1.76434  0.095
H 1.99648 1.71013 3.40995  0.082
H 2.42564 1.24706 5.06966  0.087
H 2.18615 -0.01284 3.83773  0.090

Values from the calculation:
electronic energy: -46853.765 eV
M: 414.4 Da
structure (SMILES): O=[PH2]C1=CC(=O)OC1=O.COCCOCCOC.COCCOCCOC
LUMO level: -1.28 eV
Kohn-Sham gap: 7.71 eV